No. 1
{"formula": "C39H91ClN3O28P6", "method": "wB97M-V/def2-TZVPD", "orbital_gap_ev": 5.712, "spin_multiplicity": 1, "relative_energy_ev": 24.0119, "total_charge": 1, "energy_ha": -6318.8669, "lumo_ev": -4.7, "species": ["C", "C", "C", "N", "N", "C", "C", "C", "O", "O", "C", "C", "O", "C", "C", "C", "C", "C", "O", "N", "C", "C", "C", "Cl", "C", "C", "C", "C", "C", "H", "H", "H", "H", "H", "H", "H", "H", "H", "H", "H", "H", "H", "H", "H", "H", "H", "H", "H", "H", "H", "H", "H", "H", "H", "H", "H", "H", "H", "H", "H", "H", "H", "H", "H", "H", "H", "C", "O", "P", "O", "O", "C", "O", "C", "H", "H", "H", "H", "H", "H", "H", "H", "H", "C", "O", "P", "O", "O", "C", "O", "C", "H", "H", "H", "H", "H", "H", "H", "H", "H", "C", "O", "P", "O", "O", "C", "O", "C", "H", "H", "H", "H", "H", "H", "H", "H", "H", "C", "O", "P", "O", "O", "C", "O", "C", "H", "H", "H", "H", "H", "H", "H", "H", "H", "C", "O", "P", "O", "O", "C", "O", "C", "H", "H", "H", "H", "H", "H", "H", "H", "H", "C", "O", "P", "O", "O", "C", "O", "C", "H", "H", "H", "H", "H", "H", "H", "H", "H"], "positions_angstrom": [[0.807, 3.575, -0.439], [-0.358, 2.861, 0.416], [-1.813, 2.882, -0.266], [-2.088, 1.757, -1.220], [-1.113, 1.621, -2.197], [0.106, 0.819, -2.198], [0.669, -0.141, -1.053], [-0.395, -1.199, -0.483], [0.058, -2.175, 0.181], [-1.809, -1.157, -0.706], [-2.170, -1.960, -1.861], [-3.380, -1.487, -2.816], [-1.606, -3.047, -2.148], [0.948, 0.934, -3.498], [2.324, 0.233, -3.910], [2.065, -1.355, -4.154], [3.241, -2.297, -3.604], [4.640, -2.174, -4.392], [5.679, -1.979, -3.364], [0.079, 1.852, -4.250], [0.511, 2.275, -5.622], [-0.166, 1.321, -6.744], [-1.061, 2.238, -7.760], [-1.206, -0.037, -6.001], [-1.119, 2.233, -3.509], [-2.167, 3.198, -4.229], [-2.234, 4.701, -3.652], [-3.535, 4.810, -2.710], [-0.873, 5.239, -2.991], [0.815, 4.679, -0.138], [1.850, 3.110, -0.240], [0.653, 3.466, -1.582], [-0.455, 3.479, 1.393], [-0.123, 1.794, 0.747], [-1.982, 3.930, -0.688], [-2.577, 2.763, 0.598], [-2.945, 2.058, -1.736], [1.215, 0.432, -0.207], [1.499, -0.779, -1.549], [-4.315, -2.031, -2.431], [-3.199, -1.716, -3.918], [-3.570, -0.366, -2.678], [3.142, 0.314, -3.104], [2.791, 0.698, -4.862], [1.754, -1.592, -5.245], [1.126, -1.609, -3.521], [2.910, -3.403, -3.697], [3.420, -2.143, -2.468], [4.904, -3.109, -5.019], [4.554, -1.287, -5.110], [5.658, -1.007, -3.181], [1.665, 2.275, -5.712], [0.210, 3.386, -5.726], [0.644, 0.759, -7.348], [-0.779, 3.347, -7.634], [-2.150, 2.115, -7.436], [-0.873, 1.945, -8.848], [-1.973, 3.277, -5.367], [-3.198, 2.675, -4.145], [-2.442, 5.386, -4.564], [-4.382, 5.456, -3.143], [-3.303, 5.253, -1.665], [-4.024, 3.781, -2.486], [0.077, 4.684, -3.356], [-0.889, 5.315, -1.849], [-0.734, 6.326, -3.371], [2.266, -4.423, 5.064], [1.047, -5.091, 4.743], [-0.319, -4.523, 5.629], [-1.066, -5.805, 5.274], [-0.579, -3.358, 4.497], [-0.696, -3.732, 3.131], [-1.646, -3.931, 6.543], [-2.953, -4.097, 6.020], [3.065, -4.837, 4.447], [2.179, -3.351, 4.861], [2.512, -4.582, 6.117], [-1.051, -4.758, 3.014], [0.272, -3.619, 2.639], [-1.410, -3.060, 2.651], [-3.298, -5.119, 6.189], [-2.995, -3.857, 4.956], [-3.619, -3.417, 6.556], [7.543, -3.526, -6.425], [6.439, -4.083, -7.136], [6.372, -3.630, -8.799], [4.902, -4.032, -8.870], [7.353, -4.889, -9.197], [6.983, -6.205, -8.811], [6.412, -3.085, -10.425], [5.759, -3.863, -11.414], [7.510, -3.877, -5.393], [8.488, -3.840, -6.878], [7.475, -2.435, -6.432], [5.903, -6.313, -8.698], [7.479, -6.464, -7.873], [7.323, -6.896, -9.585], [4.683, -3.681, -11.384], [5.964, -4.928, -11.291], [6.132, -3.549, -12.391], [8.228, 1.561, 2.335], [7.027, 2.107, 1.790], [5.607, 1.210, 2.181], [4.845, 1.879, 1.039], [5.440, 2.054, 3.582], [5.383, 3.473, 3.535], [4.282, 0.215, 2.623], [2.989, 0.790, 2.645], [9.065, 2.200, 2.048], [8.169, 1.520, 3.426], [8.396, 0.557, 1.936], [5.006, 3.839, 2.578], [6.378, 3.884, 3.719], [4.714, 3.815, 4.327], [2.594, 0.861, 1.629], [2.992, 1.773, 3.117], [2.334, 0.131, 3.220], [-4.578, 0.340, 0.017], [-5.798, -0.321, -0.304], [-7.161, 0.246, 0.589], [-7.939, -1.020, 0.245], [-7.420, 1.426, -0.529], [-7.574, 1.064, -1.893], [-8.424, 0.886, 1.559], [-9.759, 0.771, 1.091], [-3.783, -0.071, -0.602], [-4.663, 1.415, -0.177], [-4.330, 0.173, 1.069], [-7.954, 0.047, -2.010], [-6.614, 1.160, -2.407], [-8.285, 1.755, -2.352], [-10.134, -0.236, 1.276], [-9.838, 1.015, 0.031], [-10.374, 1.475, 1.656], [-4.129, 6.676, 0.885], [-2.931, 6.396, 1.606], [-2.173, 7.789, 2.285], [-0.861, 7.024, 2.437], [-3.101, 7.655, 3.636], [-3.102, 6.433, 4.359], [-1.511, 9.254, 2.884], [-0.650, 9.196, 4.010], [-4.539, 5.737, 0.509], [-4.868, 7.150, 1.538], [-3.907, 7.332, 0.039], [-2.174, 5.874, 4.224], [-3.949, 5.821, 4.041], [-3.218, 6.663, 5.420], [0.347, 8.876, 3.704], [-1.039, 8.529, 4.782], [-0.574, 10.202, 4.427], [-1.030, -6.153, 13.425], [-0.404, -5.835, 12.183], [-0.653, -7.015, 10.950], [0.528, -6.464, 10.156], [-2.059, -6.282, 10.510], [-2.045, -4.904, 10.170], [-0.959, -8.275, 9.826], [-0.890, -7.971, 8.442], [-0.831, -5.347, 14.134], [-2.112, -6.253, 13.294], [-0.618, -7.084, 13.822], [-1.071, -4.581, 9.798], [-2.321, -4.309, 11.044], [-2.788, -4.737, 9.388], [0.151, -7.939, 8.117], [-1.386, -7.027, 8.211], [-1.394, -8.771, 7.895]], "atomic_forces_ev_per_a": [[0.18, -0.53, -0.22], [-0.25, 0.37, 0.39], [0.52, 1.01, 2.06], [-0.61, 1.37, 0.01], [4.09, 0.03, -5.93], [2.66, -0.94, -1.54], [-0.74, 0.42, -0.76], [2.31, -4.40, 2.91], [-1.93, 4.59, -2.78], [1.34, -0.23, -2.36], [0.93, -3.89, -2.26], [-0.06, 0.77, 1.52], [-1.78, 4.85, 1.65], [-4.81, 1.63, 3.53], [-0.16, -0.45, -0.47], [-0.94, -0.42, 0.77], [-0.22, -1.01, -0.53], [-0.60, 0.02, 0.57], [-0.74, 1.25, -1.42], [0.37, -0.77, 2.90], [-0.56, 0.61, 0.01], [0.30, 0.77, -1.30], [0.30, -0.26, 0.72], [0.82, 1.15, -0.64], [2.21, -0.38, -1.07], [-0.16, -0.61, 0.21], [-0.73, 0.15, -0.15], [-0.47, 0.18, 1.10], [0.21, 1.11, -0.68], [0.15, -1.57, -0.66], [-1.74, 0.84, -0.03], [0.15, 0.30, 1.96], [0.05, -1.09, -1.60], [-0.23, 1.43, -0.56], [0.21, -1.56, 0.24], [1.12, 0.01, -1.57], [0.74, -0.71, 0.46], [-1.27, -0.97, -1.23], [-1.56, 0.96, 0.84], [1.34, 0.73, -0.68], [0.06, 0.05, 1.80], [0.26, -1.54, -0.29], [-1.60, 0.25, -0.91], [-1.02, -0.54, 1.61], [0.77, 0.50, 1.74], [1.46, 0.26, -1.14], [0.24, 1.87, 0.18], [-0.21, 0.02, -1.92], [-0.48, 1.55, 1.22], [0.45, -1.07, 0.87], [0.23, -1.29, -0.03], [-2.04, -0.28, 0.46], [0.31, -1.95, -0.11], [-1.34, 0.99, 1.20], [-0.32, -1.70, -0.24], [1.45, 0.17, -0.83], [-0.53, 0.29, 1.63], [0.10, -0.61, 2.03], [1.59, 0.94, -0.13], [0.36, -1.30, 1.44], [1.43, -0.96, 0.45], [-0.23, -0.56, -1.80], [0.85, 1.58, -0.49], [-1.67, 0.72, 0.71], [0.02, -0.41, -1.71], [-0.21, -1.74, 0.73], [0.57, 0.12, -0.20], [1.06, 1.43, 3.10], [-6.64, -3.65, -6.62], [1.04, 0.13, 1.06], [-0.08, 0.72, 1.23], [0.59, -0.08, -0.56], [3.08, 1.50, 2.31], [-0.30, -0.33, -0.45], [-0.14, -0.01, 0.03], [0.10, 0.03, 0.00], [0.22, 0.03, -0.12], [0.09, -0.02, 0.21], [-0.14, -0.09, -0.12], [0.07, 0.10, 0.23], [0.15, 0.03, -0.16], [0.02, -0.07, 0.04], [0.32, 0.13, 0.12], [0.43, -0.09, 0.51], [1.41, 3.12, -0.60], [-5.55, -7.77, -3.10], [0.75, 1.34, 0.68], [0.42, 1.20, -0.56], [0.17, -0.45, 0.65], [2.45, 2.76, 2.01], [-0.49, -0.55, -0.09], [-0.06, 0.03, -0.12], [0.04, 0.04, 0.07], [0.14, -0.05, 0.24], [0.02, 0.21, 0.03], [-0.13, -0.10, -0.04], [0.10, 0.26, -0.04], [0.09, -0.12, 0.16], [-0.05, 0.06, 0.05], [0.24, 0.18, 0.24], [0.67, 0.10, 0.23], [0.50, -3.51, 0.50], [-6.27, 7.65, -1.41], [1.01, -1.20, 0.00], [-0.16, -1.39, 0.18], [0.58, 0.58, 0.07], [3.14, -2.47, 0.57], [-0.24, 0.51, -0.11], [-0.16, -0.02, -0.02], [0.09, -0.01, -0.01], [0.23, 0.11, 0.05], [0.08, -0.19, -0.06], [-0.11, 0.11, -0.07], [0.06, -0.27, 0.03], [0.13, 0.16, 0.01], [0.02, -0.01, -0.10], [0.33, -0.16, 0.06], [0.39, -0.06, -0.23], [0.94, 1.37, 3.02], [-7.16, -3.34, -6.13], [1.30, 0.42, 0.99], [0.07, 0.63, 1.07], [0.44, -0.06, -0.48], [3.54, 1.19, 2.01], [-0.48, -0.38, -0.51], [-0.19, 0.08, 0.24], [0.03, 0.10, 0.04], [0.26, 0.07, -0.11], [0.10, -0.02, 0.18], [-0.07, -0.10, -0.11], [0.06, 0.08, 0.24], [0.16, 0.03, -0.16], [0.03, -0.06, 0.04], [0.36, 0.10, 0.10], [-0.50, -0.20, -0.14], [-0.67, 2.75, -1.90], [5.23, -4.60, 7.24], [-0.78, 0.55, -1.37], [-0.01, 1.22, -0.55], [-0.47, -0.64, -0.04], [-2.65, 1.24, -3.09], [0.45, -0.49, 0.45], [0.06, 0.05, 0.08], [-0.07, -0.02, -0.09], [-0.23, -0.11, -0.08], [0.01, 0.12, -0.17], [0.10, -0.08, 0.09], [-0.04, 0.22, -0.16], [-0.16, -0.14, 0.00], [0.03, -0.01, -0.08], [-0.30, 0.03, -0.27], [-0.23, 0.24, 0.52], [-0.51, -3.24, 1.27], [1.84, 6.03, -7.81], [-0.15, -0.87, 1.33], [-0.23, -1.27, 0.16], [-0.13, 0.60, 0.44], [-0.80, -1.81, 3.80], [0.24, 0.58, -0.54], [0.03, -0.05, -0.14], [-0.01, 0.00, 0.09], [-0.08, 0.14, 0.20], [0.04, -0.17, 0.10], [0.08, 0.09, -0.10], [0.01, -0.25, 0.07], [-0.08, 0.16, 0.11], [0.07, -0.03, 0.00], [-0.10, -0.07, 0.36]]}

No. 2
{"formula": "C26H31MnN5O3", "method": "wB97M-V/def2-TZVPD", "orbital_gap_ev": [7.205, 7.095], "s2": 3.807, "spin_multiplicity": 4, "total_charge": 2, "energy_ha": -2659.3082, "lumo_ev": [-6.4, -6.7], "species": ["Mn", "C", "C", "C", "C", "C", "N", "C", "C", "C", "N", "C", "C", "C", "C", "C", "C", "C", "C", "N", "C", "C", "C", "N", "C", "C", "C", "C", "O", "C", "O", "H", "H", "H", "H", "H", "H", "H", "H", "H", "H", "H", "H", "H", "H", "H", "H", "H", "H", "H", "H", "H", "H", "H", "H", "H", "H", "H", "H", "C", "O", "H", "H", "H", "N", "C"], "positions_angstrom": [[-0.049, 0.021, 1.043], [-3.527, -5.686, 0.178], [-2.894, -4.346, 0.014], [-3.284, -3.485, -0.992], [-2.733, -2.196, -1.135], [-3.065, -1.377, -2.241], [-2.632, -0.152, -2.345], [-2.579, 0.701, -3.504], [-2.065, 2.085, -3.099], [-0.692, 2.095, -2.427], [0.398, 1.801, -3.327], [1.675, 1.844, -3.038], [2.302, 2.086, -1.786], [3.506, 2.823, -1.838], [4.125, 3.316, -0.705], [5.351, 4.158, -0.794], [3.568, 3.005, 0.537], [2.471, 2.160, 0.667], [2.037, 1.809, 1.992], [1.113, 0.979, 2.347], [0.926, 0.826, 3.796], [-0.516, 0.533, 4.209], [-0.913, -0.879, 3.776], [-0.757, -0.967, 2.359], [-0.256, -2.138, 1.747], [-1.310, -2.686, 0.799], [-1.874, -3.937, 0.892], [-1.752, -1.759, -0.176], [-1.252, -0.575, -0.221], [1.816, 1.649, -0.502], [0.884, 0.778, -0.412], [-3.789, -6.123, -0.782], [-4.447, -5.599, 0.758], [-2.868, -6.366, 0.709], [-4.042, -3.789, -1.699], [-3.652, -1.794, -3.051], [-2.149, 0.191, -1.507], [-3.571, 0.795, -3.954], [-1.924, 0.236, -4.251], [-2.766, 2.524, -2.387], [-2.062, 2.729, -3.980], [-0.650, 1.386, -1.593], [-0.517, 3.082, -1.985], [0.145, 1.665, -4.301], [2.346, 1.779, -3.889], [3.907, 3.077, -2.810], [5.622, 4.351, -1.827], [6.185, 3.659, -0.303], [5.198, 5.108, -0.287], [4.026, 3.414, 1.427], [2.598, 2.319, 2.778], [1.260, 1.736, 4.302], [1.565, -0.004, 4.128], [-1.186, 1.263, 3.749], [-0.598, 0.616, 5.293], [-1.954, -1.080, 4.061], [-0.279, -1.620, 4.286], [0.040, -2.917, 2.475], [-1.542, -4.623, 1.658], [2.015, -2.589, 0.996], [0.903, -1.716, 0.984], [2.789, -2.141, 0.371], [1.758, -3.569, 0.583], [2.401, -2.709, 2.014], [-1.675, 2.608, 1.059], [-1.110, 1.614, 1.163]], "atomic_forces_ev_per_a": [[0.56, 2.55, 0.92], [-0.24, -0.16, 0.06], [0.03, 0.19, -0.22], [0.18, -0.04, 0.21], [0.58, 0.23, 0.95], [0.18, 0.31, -0.05], [-0.01, -0.35, 0.71], [-0.15, 0.39, -0.71], [0.12, -0.15, -0.07], [-0.71, 0.07, 0.81], [0.78, -0.22, -0.27], [-0.41, 0.03, -0.31], [-0.15, -0.17, 0.87], [-0.16, 0.06, 0.34], [-0.19, -0.14, -0.16], [0.20, 0.11, 0.11], [-0.18, -0.20, -0.41], [-0.31, -0.11, -0.69], [-0.10, -0.20, 0.09], [0.78, 0.49, -0.36], [-0.28, -0.21, 0.69], [0.18, -0.24, -0.23], [-0.15, 0.53, 0.71], [0.19, -0.05, -0.35], [-1.00, -2.72, 0.41], [0.32, 0.43, -0.18], [-0.21, 0.28, -0.33], [-1.03, -2.05, -0.22], [0.11, 0.67, -0.64], [0.70, 0.59, 0.11], [0.13, -0.13, -0.67], [0.01, -0.07, -0.05], [-0.03, -0.04, 0.04], [0.04, -0.13, 0.00], [-0.09, -0.14, -0.09], [0.00, 0.03, -0.14], [0.00, -0.22, -0.21], [0.09, -0.02, 0.02], [-0.08, 0.04, 0.04], [0.02, 0.06, -0.02], [-0.05, 0.04, -0.02], [0.03, 0.23, -0.22], [0.04, -0.07, -0.03], [0.21, 0.01, 0.06], [-0.14, 0.02, -0.11], [0.09, 0.02, -0.08], [0.07, 0.06, -0.04], [0.12, 0.01, -0.02], [0.04, 0.12, -0.03], [0.09, 0.01, 0.15], [-0.14, -0.10, 0.07], [0.04, -0.10, -0.14], [-0.04, 0.13, -0.03], [-0.03, 0.00, 0.15], [0.01, 0.07, -0.03], [0.13, 0.01, -0.05], [-0.06, 0.07, -0.12], [0.00, 0.33, -0.18], [0.07, -0.08, 0.10], [0.93, -0.35, -0.09], [-0.34, -0.16, 0.06], [-0.12, -0.02, 0.07], [-0.15, 0.19, 0.04], [-0.11, 0.05, -0.10], [-0.27, 0.46, -0.04], [-0.12, -0.22, -0.04]]}